Record 1
DFT (wB97M-V/def2-TZVPD) results for C33H51Br42ClFNO7P2S2 as an isolated structure in a non-equilibrium geometry.

The geometry in XYZ format:
```
140
Properties=species:S:1:pos:R:3:forces:R:3
C 3.120 -2.543 7.486 0.243 0.625 0.096
C 2.189 -1.873 6.473 -0.654 -0.188 0.606
P 1.638 -3.046 5.160 1.310 0.140 -1.213
C 1.296 -4.606 6.070 -0.438 0.402 0.078
C -0.054 -2.461 4.516 -0.386 -0.445 1.545
C -0.914 -2.081 5.787 0.416 -0.393 -0.061
P -2.587 -2.725 5.795 -0.182 0.934 -0.061
O -3.429 -2.382 4.646 -0.332 -0.151 -0.469
O -2.552 -4.276 6.129 -0.145 -0.103 0.060
O -3.165 -2.039 7.135 0.175 -0.346 0.057
N -0.699 -3.658 3.925 -0.558 0.761 -0.387
C -1.178 -3.319 2.614 0.172 -0.096 0.547
O -2.156 -3.796 2.124 0.480 -0.161 -0.248
C -0.188 -2.266 2.092 0.633 0.323 -0.690
S 1.261 -3.403 1.745 -0.189 -0.488 0.420
C -0.435 -1.516 0.753 -0.680 0.229 0.351
C -1.800 -1.636 0.084 0.063 0.041 -0.778
C -2.025 -2.940 -0.686 0.156 0.420 0.219
F -2.846 -1.360 0.970 0.167 -0.341 0.014
C -0.014 -1.358 3.383 0.201 -1.100 -0.856
C -1.259 -0.452 3.379 0.348 0.839 0.469
C -1.270 0.731 4.405 -1.094 -0.727 -0.696
C -1.584 2.094 3.754 0.073 0.077 1.035
C -3.079 2.514 3.850 0.700 -0.635 -0.413
S -3.663 3.013 2.240 -0.219 0.388 0.730
O -4.973 3.554 2.325 -0.802 -0.289 0.066
O -2.662 3.828 1.650 0.830 0.280 -0.636
Cl -3.715 1.239 1.252 -0.024 0.218 0.086
C 1.313 -0.586 3.393 -0.518 0.737 -0.068
C 1.427 0.631 2.447 0.791 -0.112 0.085
C 2.246 0.389 1.170 -0.316 0.445 -0.181
O 3.249 1.386 1.053 -0.019 -0.153 0.064
C 3.749 1.528 -0.268 -0.025 -0.090 -0.076
H 3.981 -3.006 7.003 -0.098 -0.245 0.015
H 3.521 -1.762 8.139 0.037 -0.048 0.010
H 2.602 -3.239 8.142 0.019 -0.201 -0.166
H 2.711 -1.032 6.018 -0.019 -0.073 -0.220
H 1.343 -1.459 7.028 -0.023 0.140 -0.001
H 0.514 -4.570 6.834 -0.049 -0.108 -0.041
H 1.080 -5.376 5.331 -0.110 -0.099 0.105
H 2.238 -4.882 6.538 0.039 -0.003 0.044
H -0.974 -1.018 6.007 0.033 0.029 -0.089
H -0.435 -2.526 6.663 -0.133 0.020 0.090
H -3.166 -4.701 5.505 0.257 -0.276 0.051
H -4.107 -2.264 7.168 0.022 0.212 0.195
H -0.160 -4.513 3.924 -0.116 -0.052 0.081
H 2.276 -2.548 1.589 -0.166 0.231 -0.052
H 0.281 -1.852 0.009 0.032 -0.083 -0.065
H -0.242 -0.449 0.872 0.016 -0.111 0.220
H -1.844 -0.828 -0.656 -0.046 0.079 0.097
H -3.079 -3.198 -0.635 0.010 -0.190 0.006
H -1.394 -3.741 -0.309 -0.236 -0.156 0.090
H -1.753 -2.763 -1.728 -0.032 -0.063 -0.057
H -2.165 -1.047 3.492 0.077 -0.070 -0.010
H -1.338 0.023 2.404 0.001 -0.206 -0.042
H -2.103 0.517 5.077 0.221 -0.015 0.168
H -0.384 0.758 5.029 0.241 0.211 -0.120
H -1.238 2.136 2.725 0.034 0.054 -0.066
H -1.037 2.852 4.316 0.133 0.116 -0.252
H -3.193 3.388 4.487 -0.194 0.181 -0.176
H -3.708 1.711 4.234 -0.167 0.012 -0.203
H 1.444 -0.213 4.409 0.064 -0.047 0.079
H 2.158 -1.238 3.184 -0.017 -0.230 0.225
H 0.469 1.062 2.175 -0.100 -0.001 0.153
H 1.979 1.411 2.976 -0.087 0.057 0.013
H 1.584 0.469 0.300 0.100 -0.228 -0.126
H 2.708 -0.606 1.157 0.011 -0.014 -0.020
H 3.505 0.669 -0.900 -0.039 0.019 0.094
H 3.328 2.421 -0.738 0.023 0.044 0.019
H 4.836 1.604 -0.236 0.007 0.114 0.076
C -0.142 4.756 -0.494 -0.164 0.020 0.113
Br 0.031 2.891 -0.083 0.073 -0.114 -0.100
Br 0.796 5.848 0.778 0.007 -0.017 -0.037
Br 0.408 5.130 -2.303 0.048 0.002 -0.017
H -1.193 5.004 -0.416 -0.021 -0.029 0.049
C -3.956 -8.231 5.486 0.032 -0.028 0.019
Br -2.389 -7.800 6.512 -0.015 0.003 -0.007
Br -5.246 -9.204 6.526 0.009 0.019 -0.002
Br -4.733 -6.661 4.686 -0.013 0.032 -0.048
H -3.643 -8.876 4.678 -0.008 0.008 -0.012
C 2.744 -2.581 -2.520 -0.013 -0.054 0.012
Br 4.259 -2.076 -1.450 0.002 -0.124 0.112
Br 1.703 -3.941 -1.658 0.037 -0.040 -0.269
Br 1.659 -1.048 -2.960 -0.013 0.059 -0.014
H 3.126 -2.980 -3.450 0.013 0.007 0.003
C -1.323 1.693 8.500 -0.040 0.056 0.091
Br -1.727 0.058 9.418 0.050 0.015 -0.047
Br 0.449 1.675 7.749 0.020 -0.035 -0.046
Br -2.661 2.119 7.180 -0.036 0.109 0.316
H -1.339 2.490 9.230 -0.014 0.004 0.001
C -3.322 5.351 -2.910 -0.120 0.057 -0.020
Br -3.598 3.456 -3.004 0.059 -0.145 -0.027
Br -3.847 6.225 -4.540 -0.035 0.016 0.067
Br -4.183 6.107 -1.360 0.028 0.001 0.029
H -2.264 5.520 -2.786 0.085 -0.013 -0.035
C 4.794 -0.454 -5.243 -0.060 0.085 -0.002
Br 5.433 -2.270 -5.119 0.009 0.023 -0.029
Br 5.507 0.656 -3.844 0.018 0.014 -0.035
Br 5.130 0.302 -6.974 0.009 -0.021 -0.002
H 3.721 -0.484 -5.110 0.003 -0.008 0.027
C 4.769 4.599 -7.093 -0.003 0.026 -0.031
Br 3.913 4.413 -5.381 0.008 -0.029 0.015
Br 6.613 4.054 -7.027 -0.006 0.002 -0.004
Br 3.801 3.671 -8.470 -0.040 -0.049 -0.008
H 4.756 5.650 -7.348 -0.001 0.001 -0.007
C 4.795 6.053 -11.882 -0.038 0.053 -0.044
Br 4.574 4.405 -12.845 0.048 -0.010 0.032
Br 3.138 6.673 -11.131 0.018 -0.014 0.006
Br 6.170 5.908 -10.541 0.069 0.012 0.019
H 5.123 6.797 -12.593 0.019 -0.005 0.000
C 8.817 4.744 -13.202 -0.019 -0.021 -0.005
Br 8.715 3.064 -14.131 0.003 0.026 -0.002
Br 10.458 4.915 -12.218 -0.008 0.009 -0.007
Br 8.546 6.233 -14.395 -0.032 -0.030 0.047
H 8.012 4.761 -12.482 -0.037 0.003 0.009
C -5.796 0.257 -2.607 0.001 0.036 0.060
Br -6.536 -1.214 -1.619 0.053 -0.019 -0.005
Br -4.109 -0.203 -3.424 -0.010 -0.062 0.114
Br -7.046 0.944 -3.896 0.027 -0.006 -0.005
H -5.598 1.050 -1.900 0.020 0.014 0.007
C -7.568 7.406 -2.716 0.015 -0.005 0.006
Br -7.947 6.076 -4.049 -0.013 -0.025 -0.007
Br -7.094 9.092 -3.511 -0.002 -0.007 0.002
Br -9.016 7.591 -1.463 0.008 0.005 -0.019
H -6.707 7.063 -2.162 0.011 -0.004 -0.004
C -3.696 -0.064 -7.494 -0.049 -0.064 0.072
Br -1.927 -0.506 -6.880 0.021 0.099 0.072
Br -4.337 1.544 -6.669 -0.002 0.154 -0.152
Br -3.780 0.018 -9.413 0.027 0.014 0.024
H -4.349 -0.868 -7.180 0.020 -0.024 -0.008
C -3.059 -4.511 -8.438 0.009 0.029 -0.003
Br -3.782 -4.016 -6.722 -0.014 0.011 -0.003
Br -4.267 -4.068 -9.865 0.002 -0.001 0.012
Br -1.318 -3.745 -8.718 0.000 -0.085 -0.062
H -2.942 -5.585 -8.439 -0.004 -0.003 0.022
C 5.829 -4.397 3.699 -0.014 -0.028 0.019
Br 7.414 -4.061 4.734 0.003 0.006 0.012
Br 4.564 -5.461 4.690 0.072 0.053 -0.100
Br 5.071 -2.754 3.042 -0.023 -0.001 0.016
H 6.126 -4.977 2.838 -0.014 -0.003 -0.005
```
Forces are in eV/Å.

Output
HOMO-LUMO gap (eV): 7.5
Strongest force on any atom (hartree/bohr): 0.03484
M (g mol⁻¹): 4110.27
E (a.u.): -112017.1107

=====

Record 2
DFT (wB97M-V/def2-TZVPD) results for C21H24BO3Re as an isolated structure in a non-equilibrium geometry.

The geometry in XYZ format:
```
50
Properties=species:S:1:pos:R:3:forces:R:3
Re 0.448 -0.765 0.207 -0.836 4.562 3.837
C 0.998 -2.318 1.707 -0.127 -0.309 0.497
C -0.441 -2.339 1.734 -0.027 -0.790 -0.712
C -0.904 -2.781 0.456 -0.106 -1.228 0.621
H -1.065 -2.057 2.584 0.381 -0.142 -0.576
C 0.236 -3.075 -0.358 0.619 -0.375 0.333
C 1.418 -2.800 0.421 -0.414 -1.907 0.001
H 2.451 -2.985 0.101 -0.632 0.259 0.189
H 1.649 -2.071 2.553 -0.394 -0.117 -0.411
H -1.953 -2.886 0.164 0.596 0.250 0.062
H 0.224 -3.469 -1.383 -0.024 0.410 0.580
C 1.745 1.017 0.849 -0.069 -0.929 0.537
C 2.557 -0.113 0.506 0.257 -0.024 -0.193
C 2.403 -0.359 -0.897 1.285 0.458 -1.106
H 3.224 -0.649 1.191 -0.395 0.220 -0.354
C 1.521 0.640 -1.423 0.350 0.710 0.171
C 1.095 1.471 -0.333 0.022 0.070 -1.769
H 0.428 2.334 -0.407 0.221 -0.519 0.098
H 1.659 1.456 1.845 0.119 -0.109 -0.401
H 2.919 -1.120 -1.489 -0.188 0.393 0.292
H 1.235 0.749 -2.480 0.021 -0.194 0.818
O -0.856 -0.751 -1.386 -1.553 0.682 -2.464
C -0.481 -0.443 -4.328 0.456 0.172 -0.061
C -1.704 -0.254 -3.570 -1.770 0.847 0.668
C -0.006 -1.793 -4.601 0.713 -1.487 0.069
C 0.143 0.703 -5.008 0.746 0.886 -0.302
C -1.522 0.254 -2.120 1.083 -1.482 1.283
H -2.306 -1.177 -3.516 0.268 0.225 0.012
H -2.346 0.523 -4.044 0.114 -0.265 -0.148
H -0.941 1.198 -2.110 -0.249 -0.015 -0.178
H -2.483 0.427 -1.620 -0.349 0.389 -0.344
H -0.501 -2.251 -5.486 0.069 0.104 0.137
H -0.209 -2.482 -3.748 0.082 0.509 -0.460
H 1.086 -1.841 -4.809 -0.530 0.108 0.100
H -0.292 0.891 -6.014 0.025 -0.052 0.175
H 1.235 0.562 -5.179 -0.604 0.016 0.144
H 0.022 1.654 -4.446 -0.006 -0.495 -0.222
O -0.351 -0.024 3.159 -0.617 1.692 0.886
B -0.676 0.409 1.809 1.199 -0.939 -0.871
O -1.153 1.773 1.912 0.086 -0.015 0.511
C -1.057 2.163 3.226 0.727 -2.086 0.482
C -1.331 3.344 3.854 -0.165 0.177 -0.492
C -1.115 3.421 5.235 -0.317 1.156 0.327
C -0.637 2.362 5.963 0.354 -0.595 0.829
C -0.343 1.138 5.347 -0.119 0.043 -0.347
C -0.564 1.059 4.000 -0.280 -0.080 -1.787
H -1.701 4.175 3.270 -0.042 0.192 0.115
H -1.336 4.372 5.748 0.134 -0.557 -0.297
H -0.465 2.429 7.045 -0.157 0.215 -0.500
H 0.038 0.276 5.870 0.044 -0.034 0.223
```
Forces are in eV/Å.

Output
Relative energy (zero: lowest compared OMol25 entry of this formula, charge and spin) (kJ/mol): 0.0
Total charge: -1
HOMO-LUMO gap (spin up / spin down) (eV): 3.6 / 5.4
Strongest force on any atom (hartree/bohr): 0.11706
M (g mol⁻¹): 521.44
Spin multiplicity: 4
E (a.u.): -1143.3571

=====

Record 3
DFT (wB97M-V/def2-TZVPD) results for C9H11GdN3O9S as an isolated structure in a non-equilibrium geometry.

The geometry in XYZ format:
```
34
Properties=species:S:1:pos:R:3:forces:R:3
Gd 0.529 0.211 0.621 -1.598 0.579 -0.146
O -0.201 -3.044 -4.852 -0.391 -1.512 -1.445
C -0.042 -2.429 -3.674 -0.398 -1.058 0.311
C -0.565 -3.000 -2.524 -0.118 1.570 1.605
C -0.532 -2.165 -1.378 1.740 0.244 -2.397
N 0.160 -0.998 -1.409 -1.424 -0.390 0.173
C 0.651 -0.469 -2.521 0.410 -1.544 0.326
C 0.625 -1.229 -3.670 0.890 1.611 -1.707
C 1.286 0.895 -2.413 0.809 2.140 -1.056
O 1.973 1.258 -3.405 -1.313 -0.522 2.163
O 0.971 1.584 -1.341 0.656 -1.601 -1.346
C -1.256 -2.428 -0.121 -0.587 -0.776 1.157
O -1.955 -3.451 -0.087 0.383 0.900 0.339
O -1.081 -1.516 0.771 -0.379 -1.023 -0.352
H -0.726 -3.891 -4.823 0.852 1.448 0.463
H -1.020 -3.983 -2.501 -0.187 0.200 0.049
H 1.118 -0.819 -4.595 -0.781 -0.524 1.053
O 3.764 -0.243 3.151 1.108 -1.286 0.490
S 2.601 0.118 2.436 -2.087 -0.645 -0.471
O 2.378 -0.708 1.035 1.741 0.529 1.687
O 1.277 -0.187 3.098 1.174 0.381 -0.523
O 2.636 1.524 2.048 -0.713 0.701 -0.796
N -1.376 0.494 2.370 -1.284 -1.261 -1.118
C -1.422 1.824 2.921 0.853 0.163 1.457
C -1.077 3.009 1.978 -1.589 -0.608 1.943
N -0.098 2.705 1.019 2.275 -1.112 1.060
H -2.254 0.222 1.789 2.078 0.441 1.653
H -1.153 -0.246 3.087 -0.441 1.088 -1.287
H -0.695 1.856 3.785 -0.575 -0.180 -0.930
H -2.395 2.003 3.353 -0.454 0.453 0.306
H -0.775 3.767 2.716 -0.265 0.437 -0.518
H -2.004 3.290 1.466 0.168 0.261 0.053
H 0.872 2.764 1.430 -1.045 0.192 -0.791
H -0.214 3.283 0.238 0.490 0.705 -1.407
```
Forces are in eV/Å.

Output
Relative energy (zero: lowest compared OMol25 entry of this formula, charge and spin) (kJ/mol): 57.6
Total charge: -1
HOMO-LUMO gap (spin up / spin down) (eV): 8.9 / 6.6
Strongest force on any atom (hartree/bohr): 0.05779
M (g mol⁻¹): 494.52
Spin multiplicity: 8
E (a.u.): -2355.1079

=====

Record 4
DFT (wB97M-V/def2-TZVPD) results for a 3-piece molecular cluster, C12H20FN2O7PS2 overall in a non-equilibrium geometry.

The geometry in XYZ format:
```
45
Properties=species:S:1:pos:R:3:forces:R:3
O 2.095 5.179 1.355 -0.018 -5.646 -0.921
C 2.103 3.935 1.174 -0.765 4.915 0.568
F 0.902 3.361 0.689 3.151 0.521 1.152
C 3.439 3.144 1.550 0.279 0.017 0.597
C 3.306 2.331 2.954 0.195 0.006 1.157
P 2.307 0.711 2.704 -1.318 -2.558 -0.987
O 3.259 -0.622 3.283 -0.661 2.791 -0.266
O 0.844 0.857 3.588 3.209 -1.273 -0.209
S 1.911 0.318 0.845 0.418 0.559 0.877
C 4.713 2.151 3.737 2.877 -1.447 -0.237
O 4.798 2.880 5.006 -3.888 0.137 -0.857
S 3.170 2.945 5.508 -1.613 0.736 6.614
O 2.816 1.771 6.401 1.417 1.788 -4.530
O 2.826 4.133 6.379 1.676 -2.239 -4.437
O 2.480 3.011 3.978 1.615 0.231 0.948
H 4.264 3.939 1.717 -1.762 -1.014 -0.228
H 3.842 2.461 0.718 -1.085 0.721 1.345
H 4.082 -0.547 2.733 -1.007 -0.412 0.516
H 0.705 0.048 4.148 0.203 0.917 -0.522
H 5.648 2.496 3.170 -1.729 -0.134 0.366
H 5.018 1.084 4.061 -1.235 1.332 -0.908
C -0.973 0.113 -4.702 0.021 -0.021 -0.091
C -0.874 -0.752 -3.450 -0.040 -0.029 -0.391
C -0.729 0.070 -2.168 0.868 0.232 -0.162
C 0.525 0.897 -2.233 3.240 2.392 -0.041
N 1.519 1.557 -2.295 -4.195 -2.840 0.199
H -0.067 0.705 -4.856 -0.083 0.003 0.065
H -1.104 -0.514 -5.588 -0.035 0.068 0.058
H -1.825 0.797 -4.640 0.077 -0.033 -0.027
H -0.020 -1.430 -3.554 -0.085 0.038 0.131
H -1.770 -1.373 -3.375 0.124 0.064 0.182
H -0.676 -0.593 -1.301 0.039 0.189 -0.036
H -1.589 0.732 -2.037 0.161 0.033 0.028
C -5.087 -3.722 -3.478 -0.028 -0.015 -0.086
C -4.987 -4.586 -2.226 -0.012 -0.065 -0.364
C -4.840 -3.762 -0.944 0.778 0.254 -0.210
C -3.587 -2.934 -1.009 2.397 1.742 0.165
N -2.600 -2.283 -1.060 -3.430 -2.308 0.163
H -4.182 -3.129 -3.633 -0.070 -0.010 0.070
H -5.220 -4.349 -4.363 -0.028 0.075 0.075
H -5.939 -3.038 -3.416 0.082 -0.039 -0.032
H -4.134 -5.264 -2.330 -0.093 0.043 0.131
H -5.884 -5.207 -2.149 0.087 0.047 0.134
H -4.786 -4.424 -0.076 0.098 0.189 -0.003
H -5.700 -3.100 -0.812 0.169 0.045 0.007
```
Forces are in eV/Å.

Output
HOMO-LUMO gap (eV): 9.2
Strongest force on any atom (hartree/bohr): 0.13317
M (g mol⁻¹): 418.40
SMILES: O=C(F)C[C@@]1(P(O)(O)=S)COS(=O)(=O)O1.CCCC#N.CCCC#N
E (a.u.): -2342.9385